DFT (wB97M-V/def2-TZVPD) results for a 2-piece molecular cluster, C3H7O3S overall at a distorted geometry.

Output
**ΔE to the lowest compared entry with this formula, charge and spin**: 1.1362 eV
**Highest occupied orbital energy**: -4.098 eV
**E**: -20202.914 eV
**Maximum force**: 3.15 eV/A
**Kohn-Sham gap**: 7.25 eV

Structure (ORCA input):
```
! RIJCOSX wB97M-V def2-TZVPD def2/J DEFGRID3
* xyz -1 1
O -1.23 -0.65 0.46
C -1.69 0.51 0.54
O -2.84 1.04 0.33
C -0.57 1.49 1.09
C 0.74 0.77 0.77
S 2.26 1.79 0.60
H -0.66 1.78 2.22
H -0.62 2.58 0.63
H 0.60 0.37 -0.22
H 0.91 0.24 1.65
H 2.29 2.04 -0.67
H 0.11 -3.22 -2.45
H 0.42 -4.66 -2.86
O 0.28 -4.10 -2.11
*
```

For reference, the Mulliken charges in units of e are: number 1, O, carries -0.674; number 2, C, carries 0.500; number 3, O, carries -0.749; number 4, C, carries -0.348; number 5, C, carries -0.521; number 6, S, carries -0.288; number 7, H, carries 0.197; number 8, H, carries 0.203; number 9, H, carries 0.324; number 10, H, carries 0.278; number 11, H, carries 0.079; number 12, H, carries 0.324; number 13, H, carries 0.302; number 14, O, carries -0.627

***

DFT (wB97M-V/def2-TZVPD) results for C28H30NOSTc as an isolated structure at a distorted geometry.

Output
**Highest occupied orbital energy (spin up / spin down)**: -9.881 / -10.326 eV
**E**: -46085.072 eV
**Maximum force**: 6.13 eV/A
**Kohn-Sham gap (spin up / spin down)**: 6.12 / 5.62 eV

Structure (ORCA input):
```
! RIJCOSX wB97M-V def2-TZVPD def2/J DEFGRID3
* xyz 1 4
C 1.61 0.17 1.88
C 1.90 -0.53 0.61
C 2.20 0.47 -0.37
H 2.24 -1.56 0.49
C 2.10 1.73 0.23
C 1.70 1.60 1.57
H 2.40 2.66 -0.24
C -1.22 -1.75 2.37
C 0.06 -2.24 1.99
C 0.04 -2.44 0.57
H 0.87 -2.49 2.66
C -1.21 -1.97 0.06
C -2.02 -1.62 1.19
H 2.62 0.24 -1.35
H 1.57 2.42 2.27
H 1.79 -0.29 2.85
H -3.06 -1.31 1.18
H 0.82 -2.89 -0.04
H -1.54 -1.53 3.38
Tc -0.21 -0.33 1.08
C -1.56 -1.86 -1.44
C -3.03 -1.41 -1.60
C -1.30 -3.16 -2.21
H -3.69 -2.24 -1.32
H -3.24 -1.16 -2.65
H -3.27 -0.55 -0.98
H -1.90 -4.00 -1.84
H -0.24 -3.44 -2.20
H -1.57 -3.00 -3.27
C -0.59 -0.83 -2.09
C -0.78 0.56 -1.62
H -0.78 -0.79 -3.17
H 0.47 -1.12 -1.94
O -0.73 0.79 -0.34
N -1.06 1.55 -2.47
C -0.12 2.59 -2.96
H -2.05 1.76 -2.53
C 1.13 1.95 -3.49
C 2.36 2.58 -3.26
H 2.35 3.55 -2.76
C 3.54 1.97 -3.68
H 4.48 2.50 -3.54
C 3.49 0.72 -4.30
H 4.41 0.22 -4.60
C 2.27 0.08 -4.53
H 2.22 -0.92 -4.98
C 1.08 0.75 -4.21
H 0.10 0.37 -4.52
H 0.12 3.28 -2.13
H -0.64 3.16 -3.75
S -1.33 1.74 2.31
C -1.26 1.21 3.95
C -0.02 1.15 4.62
C 0.06 0.51 5.85
C -1.10 0.05 6.49
C -2.34 0.18 5.86
C -2.43 0.76 4.60
H 0.87 1.54 4.13
H 1.04 0.37 6.31
H -1.03 -0.41 7.47
H -3.24 -0.19 6.34
H -3.38 0.84 4.07
*
```

For reference, the Mulliken charges in units of e are: number 1, C, carries -0.200; number 2, C, carries -0.631; number 3, C, carries -0.494; number 4, H, carries 0.745; number 5, C, carries -0.778; number 6, C, carries -0.721; number 7, H, carries 0.580; number 8, C, carries 0.246; number 9, C, carries -1.533; number 10, C, carries -0.271; number 11, H, carries 0.608; number 12, C, carries 0.140; number 13, C, carries -0.933; number 14, H, carries 0.710; number 15, H, carries 0.439; number 16, H, carries 0.701; number 17, H, carries 0.514; number 18, H, carries 0.651; number 19, H, carries 0.664; number 20, Tc, carries -0.459; number 21, C, carries 2.199; number 22, C, carries -2.065; number 23, C, carries -1.655; number 24, H, carries 0.458; number 25, H, carries 0.372; number 26, H, carries 0.427; number 27, H, carries 0.425; number 28, H, carries 0.325; number 29, H, carries 0.432; number 30, C, carries -1.202; number 31, C, carries 0.043; number 32, H, carries 0.612; number 33, H, carries 0.234; number 34, O, carries -0.101; number 35, N, carries 0.045; number 36, C, carries -1.068; number 37, H, carries 0.321; number 38, C, carries 0.597; number 39, C, carries -0.347; number 40, H, carries 0.505; number 41, C, carries -0.654; number 42, H, carries 0.391; number 43, C, carries -0.496; number 44, H, carries 0.390; number 45, C, carries -0.769; number 46, H, carries 0.425; number 47, C, carries -0.172; number 48, H, carries 0.703; number 49, H, carries 0.331; number 50, H, carries 0.428; number 51, S, carries -0.249; number 52, C, carries 0.476; number 53, C, carries -0.224; number 54, C, carries -0.640; number 55, C, carries -0.470; number 56, C, carries -0.381; number 57, C, carries -0.669; number 58, H, carries 0.480; number 59, H, carries 0.420; number 60, H, carries 0.380; number 61, H, carries 0.386; number 62, H, carries 0.377

***

DFT (wB97M-V/def2-TZVPD) results for a 3-piece molecular cluster, C12H16N2O4 overall at a distorted geometry.

Output
**ΔE to the lowest compared entry with this formula, charge and spin**: 12.3615 eV
**Highest occupied orbital energy**: -8.453 eV
**E**: -23862.867 eV
**Maximum force**: 6.10 eV/A
**Kohn-Sham gap**: 8.02 eV

Structure (ORCA input):
```
! RIJCOSX wB97M-V def2-TZVPD def2/J DEFGRID3
* xyz 0 1
C 3.99 -0.48 0.24
C 2.50 -0.33 0.17
C 4.33 -0.72 -1.52
C 0.30 0.98 0.19
C -0.01 2.23 -0.58
C -0.65 0.84 1.32
C -1.99 0.28 0.82
C -1.93 -0.96 0.10
C -3.38 0.87 0.78
C -3.07 -1.68 -0.39
C -4.45 0.10 0.31
C -4.26 -1.05 -0.42
H 5.11 -2.51 -0.14
H 3.17 -1.87 1.71
H 4.62 0.39 0.63
H 3.84 0.18 -1.78
H 5.51 -0.84 -1.71
H 3.51 -1.47 -2.13
H 2.16 1.94 0.96
H 0.08 0.28 -0.70
H -1.03 1.44 2.10
H -0.29 0.06 2.11
H -0.75 -1.24 -0.16
H -3.54 1.76 1.36
H -3.02 -2.77 -0.80
H -5.43 0.41 0.49
H -5.91 -0.85 -0.71
H -1.52 3.15 -1.17
N 4.41 -1.51 1.02
N 1.78 0.90 0.49
O 1.96 -1.32 -0.37
O 0.66 3.25 -0.59
O -5.39 -1.69 -0.73
O -1.33 2.21 -0.94
*
```

For reference, the Mulliken charges in units of e are: number 1, C, carries 0.767; number 2, C, carries -0.305; number 3, C, carries -1.234; number 4, C, carries 0.426; number 5, C, carries 0.072; number 6, C, carries -1.009; number 7, C, carries 0.352; number 8, C, carries 0.167; number 9, C, carries -1.106; number 10, C, carries -0.606; number 11, C, carries -0.305; number 12, C, carries 0.647; number 13, H, carries 0.252; number 14, H, carries 0.285; number 15, H, carries 0.269; number 16, H, carries 0.454; number 17, H, carries 0.370; number 18, H, carries 0.252; number 19, H, carries 0.353; number 20, H, carries 0.354; number 21, H, carries 0.468; number 22, H, carries 0.310; number 23, H, carries 0.066; number 24, H, carries 0.418; number 25, H, carries 0.262; number 26, H, carries 0.374; number 27, H, carries 0.292; number 28, H, carries 0.341; number 29, N, carries -0.690; number 30, N, carries -0.211; number 31, O, carries -0.558; number 32, O, carries -0.599; number 33, O, carries -0.536; number 34, O, carries -0.392